No. 1
Density functional theory data (wB97M-V/def2-TZVPD) for a cluster of 2 separate species, C10H19N2OP in total.

```
33
Properties=species:S:1:pos:R:3:forces:R:3:lowdin_charge:R:1
C 2.10579 -0.67739 1.65674 -0.3 0.2 -1.8 -0.12
C 2.68664 -0.50925 -0.84935 2.3 -1.9 1.4 -0.12
C 2.12237 1.46187 0.32438 -1.3 0.1 0.8 -0.11
C 0.48069 -1.65143 -0.07131 0.5 -0.7 1.0 -0.14
C -0.08464 0.45489 1.15385 -0.5 2.1 -0.8 -0.12
C 0.45403 0.42266 -1.33048 0.3 1.1 -0.6 -0.13
C 1.97904 -1.42257 0.30486 0.6 0.6 -1.7 -0.24
C 1.39671 0.66691 1.48291 1.5 1.2 -0.3 -0.30
C 1.95347 0.76013 -1.02193 -1.5 0.6 0.6 -0.33
C -0.05859 -0.29641 -0.16748 -1.8 0.1 1.3 -0.23
N -4.47936 -0.45005 0.53767 0.5 0.4 3.6 -0.15
N -4.69440 0.18653 -1.84878 2.2 -2.5 -3.1 -0.16
O -3.92963 1.93599 -0.17238 1.1 -0.8 0.2 -0.42
P -3.64217 0.50064 -0.54786 -1.1 1.3 -1.0 0.56
H 1.56151 -1.23656 2.42366 0.8 -0.1 0.3 0.12
H 3.17764 -0.39265 1.79484 -0.7 -0.9 0.6 0.13
H 3.66792 -0.12704 -0.38571 -0.8 -1.2 -0.9 0.12
H 2.95778 -1.06676 -1.79211 -0.6 0.4 0.9 0.13
H 1.62801 2.44566 0.31226 0.6 0.0 0.0 0.12
H 3.18915 1.46498 0.60163 -0.4 0.7 -0.2 0.11
H 0.37293 -2.24155 -0.99091 0.2 0.2 0.1 0.12
H 0.14248 -2.27219 0.78187 -0.6 0.4 -0.4 0.12
H -0.48641 -0.02746 2.00290 -0.7 -1.4 0.6 0.09
H -0.75086 1.40193 1.13316 1.5 -1.0 -0.4 0.14
H -0.17794 1.28605 -1.67691 0.8 -0.6 0.5 0.13
H 0.60566 -0.26982 -2.14406 -0.7 -0.2 -0.7 0.11
H 2.33128 -2.44777 0.33303 1.0 0.0 0.1 0.12
H 1.66087 1.22250 2.40973 -0.9 0.0 -0.4 0.14
H 2.31484 1.33638 -1.85504 0.5 0.4 -0.3 0.13
H -4.37810 0.00203 1.50829 -0.3 -0.8 -1.8 0.08
H -4.22629 -1.42376 0.66217 0.0 0.0 -0.4 0.03
H -4.54595 0.08873 -2.90451 0.3 0.3 2.5 0.08
H -5.33447 0.87477 -1.66512 -2.5 2.0 0.0 -0.03
```
Positions in Å, forces in eV/Å.

## Properties
**Highest occupied orbital energy (alpha / beta)**: -8.58 / -7.00 eV
**Gap between HOMO and LUMO (alpha / beta)**: 9.06 / 5.62 eV
**Electronic energy**: -918.45707 Eh
**F_max**: 4.6 eV/A
**Energy above the lowest of the compared OMol25 structures with the same formula, charge and spin**: 47.9 kcal/mol

No. 2
Density functional theory data (wB97M-V/def2-TZVPD) for a cluster of 2 separate species, C10H19N3O3 in total.

```
35
Properties=species:S:1:pos:R:3:forces:R:3:lowdin_charge:R:1
C -4.38045 -0.27913 1.36645 0.5 0.3 0.2 -0.05
N -2.98037 -0.68533 1.46672 -0.1 -1.0 -0.3 0.03
C -1.95787 0.16872 1.61000 -0.1 0.9 0.2 -0.46
O -2.13760 1.38100 1.65927 0.4 -0.4 -0.1 0.05
C -0.52012 -0.39753 1.70897 0.1 -0.4 -0.1 -0.24
C 0.32296 -0.01248 0.48499 -0.3 0.1 0.2 -0.04
N -0.43829 -1.85536 1.85407 0.1 0.8 -1.2 0.08
C -0.80796 -2.52162 2.94688 -0.7 -0.7 1.7 -0.58
C -0.59252 -4.01601 2.93204 0.0 0.1 0.0 0.00
O -1.32187 -1.98456 3.91565 0.1 0.3 -0.2 0.06
H -4.49561 0.45160 0.56327 0.0 -0.1 0.1 0.09
H -5.01241 -1.14397 1.16250 0.2 0.0 0.0 0.08
H -4.69261 0.18420 2.30465 -0.1 0.0 -0.1 0.09
H -2.76812 -1.66864 1.50046 -0.1 0.1 0.0 0.12
H -0.06888 0.05796 2.59259 -0.2 0.0 0.1 0.16
H -0.11189 -0.43648 -0.42160 0.1 0.0 -0.1 0.09
H 1.34356 -0.37877 0.60515 0.0 0.0 -0.1 0.08
H 0.34793 1.07384 0.39497 -0.1 0.0 0.0 0.07
H -0.00808 -2.37287 1.10567 0.0 0.0 0.0 0.14
H -0.98290 -4.43687 3.85829 0.1 0.1 -0.1 0.09
H 0.47290 -4.22608 2.85875 0.0 -0.2 -0.1 0.08
H -1.11879 -4.45013 2.08428 0.1 -0.2 -0.1 0.08
C 2.31848 2.03499 -4.40072 -0.2 -0.2 -0.2 -0.02
C 2.23015 1.94854 -2.87642 -0.2 1.0 0.1 -0.62
C 3.09579 3.03219 -2.23047 0.4 0.0 0.1 -0.03
O 0.86902 2.17257 -2.50422 0.0 -0.3 0.0 -0.01
C 2.67044 0.61812 -2.41484 0.7 -2.2 0.7 -0.15
N 3.01776 -0.42712 -2.03137 -0.7 2.0 -0.7 0.17
H 1.69325 1.26415 -4.86257 0.1 0.1 0.1 0.09
H 3.35015 1.89388 -4.73768 -0.2 0.0 0.1 0.10
H 1.97104 3.01352 -4.74549 0.0 -0.1 0.2 0.10
H 3.04683 2.96564 -1.13897 0.0 0.0 -0.1 0.09
H 4.14120 2.92375 -2.53646 -0.1 0.0 0.1 0.09
H 2.74852 4.02491 -2.53248 -0.1 -0.3 0.0 0.10
H 0.75639 2.08336 -1.54230 0.2 0.0 -0.4 0.09
```
Positions in Å, forces in eV/Å.

## Properties
**Highest occupied orbital energy**: -9.44 eV
**Gap between HOMO and LUMO**: 10.05 eV
**Electronic energy**: -782.45454 Eh
**F_max**: 2.4 eV/A
**Energy above the lowest of the compared OMol25 structures with the same formula, charge and spin**: 16.2 kcal/mol
**SMILES**: CNC(=O)[C@H](C)NC(C)=O.CC(C)(O)C#N

No. 3
Density functional theory data (wB97M-V/def2-TZVPD) for an isolated molecule of C10H19N3O5.

```
37
Properties=species:S:1:pos:R:3:forces:R:3:lowdin_charge:R:1
N -5.12891 -2.21914 0.49397 0.4 0.4 -0.6 0.00
C -5.49749 -1.00217 -0.23866 1.0 0.9 1.1 -0.29
C -4.32538 -0.51199 -1.09828 0.2 -0.4 0.5 -0.21
C -3.10057 -0.12309 -0.26552 -0.1 -0.5 0.0 -0.22
C -1.92081 0.25627 -1.14463 0.1 0.6 -0.4 -0.15
C -0.69960 0.79316 -0.38801 0.3 -0.2 -0.3 -0.22
N -0.26336 -0.13437 0.64387 0.1 -0.4 0.3 0.13
C 0.95517 -0.69976 0.88751 -0.1 0.2 0.0 -0.43
O 1.11486 -1.52746 1.76814 -0.1 0.1 -0.2 0.07
C 2.15490 -0.18894 0.07187 -0.5 0.4 -0.3 -0.28
N 2.40922 1.20437 0.49993 0.3 0.0 -0.2 0.07
C 3.33056 -1.12630 0.23083 -0.2 -0.9 0.1 -0.06
C 4.51677 -0.70322 -0.57941 0.3 -0.1 -0.2 -0.51
O 4.63134 0.34030 -1.17912 -0.1 -0.2 0.1 0.10
O 5.49159 -1.63832 -0.58465 0.0 0.4 -0.2 0.11
C -0.93078 2.20712 0.19083 -0.5 -0.1 -0.2 -0.49
O -1.99785 2.76625 0.09899 0.5 -0.1 0.1 0.11
O 0.11769 2.76071 0.77570 0.8 -0.2 0.0 0.09
H -5.03914 -2.98325 -0.15405 0.1 -0.3 -0.2 0.06
H -5.83807 -2.48332 1.13930 -0.6 -0.1 0.6 0.05
H -6.34801 -1.09967 -0.87315 -0.9 -0.2 -0.5 0.09
H -5.73393 -0.21869 0.52715 0.1 -0.5 -0.6 0.13
H -4.05185 -1.29913 -1.81785 0.0 0.1 0.1 0.11
H -4.64537 0.34016 -1.68455 -0.1 0.3 -0.2 0.11
H -3.36854 0.72640 0.36628 0.1 -0.1 0.1 0.11
H -2.83606 -0.98620 0.37609 -0.2 0.4 -0.2 0.11
H -2.22446 1.04130 -1.86142 0.1 -0.2 0.3 0.13
H -1.59578 -0.58913 -1.75695 0.0 -0.1 0.1 0.12
H 0.13367 0.87174 -1.09326 -0.1 0.2 0.0 0.14
H -0.99289 -0.49141 1.24802 0.1 0.0 0.0 0.15
H 1.89000 -0.15032 -1.00051 0.1 0.0 0.4 0.15
H 3.15014 1.58647 -0.09516 -0.3 -0.1 0.1 0.10
H 2.79124 1.19635 1.44259 -0.1 0.0 0.1 0.12
H 3.62366 -1.21533 1.28387 0.0 0.1 -0.1 0.14
H 3.03142 -2.16094 -0.05508 0.3 0.7 0.1 0.16
H 6.20488 -1.27570 -1.14528 -0.2 -0.2 0.2 0.14
H 0.97285 2.21617 0.65794 -0.8 0.2 0.1 0.08
```
Positions in Å, forces in eV/Å.

## Properties
**Highest occupied orbital energy**: -9.42 eV
**Gap between HOMO and LUMO**: 9.81 eV
**Electronic energy**: -932.98893 Eh
**F_max**: 1.7 eV/A
**Energy above the lowest of the compared OMol25 structures with the same formula, charge and spin**: 0.0 kcal/mol
**SMILES**: NCCCC[C@H](NC(=O)[C@@H](N)CC(=O)O)C(=O)O

No. 4
Density functional theory data (wB97M-V/def2-TZVPD) for an isolated molecule of C10H19N3O5.

```
37
Properties=species:S:1:pos:R:3:forces:R:3:lowdin_charge:R:1
N -3.84001 -1.32363 -0.77094 -0.2 -0.6 0.2 -0.03
C -2.82476 -2.34266 -0.58687 1.4 -0.8 -0.3 -0.26
C -1.62029 -1.64560 0.13994 0.2 0.0 0.0 -0.19
C -2.10215 -0.51114 1.09488 1.6 -1.5 -0.4 -0.18
C -1.07010 0.57264 1.30034 -0.2 -0.5 -2.9 -0.11
C -0.54176 1.15754 -0.06896 1.3 1.2 1.0 -0.17
N 0.56624 2.12092 0.11456 -1.0 -2.2 0.2 0.13
C 1.90282 1.99762 0.19803 1.7 -1.8 0.3 -0.42
O 2.59669 2.97467 0.06021 0.5 0.5 0.3 0.08
C 2.70165 0.60496 0.42838 -1.2 0.3 -1.5 -0.24
N 2.06626 -0.59084 1.01998 -0.7 1.4 0.4 0.05
C 3.30030 0.18607 -0.97476 0.5 2.1 2.2 -0.03
C 4.53603 -0.65904 -0.69483 0.1 -0.9 -0.7 -0.48
O 5.41772 -0.58986 -1.50687 0.4 -0.6 0.9 0.11
O 4.54782 -1.47232 0.44436 0.3 1.5 -2.3 0.07
C -1.69222 1.99279 -0.59809 0.6 -1.3 -0.4 -0.53
O -1.92510 3.11327 -0.30220 0.3 1.9 1.0 0.16
O -2.57227 1.32382 -1.32658 -2.2 0.3 0.1 0.10
H -3.36427 -0.67905 -1.36736 -0.5 0.8 -0.6 0.04
H -4.70507 -1.63006 -1.18562 0.1 -0.3 -0.3 0.08
H -3.06515 -3.12558 0.16161 -0.7 0.1 -1.0 0.11
H -2.50521 -2.79544 -1.63719 -0.4 0.5 2.3 0.14
H -1.01837 -2.37075 0.71480 -0.4 0.0 -0.2 0.11
H -0.91651 -1.23816 -0.56514 0.1 0.1 -0.7 0.07
H -2.96404 -0.11117 0.62861 -1.0 0.3 0.5 0.07
H -2.24866 -1.08040 2.00527 -0.8 0.6 0.5 0.12
H -0.23128 0.24108 1.81520 1.4 -0.5 1.1 0.07
H -1.48221 1.41229 1.75876 -0.7 1.3 1.3 0.11
H -0.13706 0.43987 -0.76350 -0.6 -0.4 -0.3 0.13
H 0.28085 3.01172 0.36821 -0.7 2.1 0.1 0.12
H 3.47073 0.71506 1.15427 1.0 1.5 0.1 0.13
H 1.28292 -0.74874 0.41541 -0.8 -0.8 0.2 0.05
H 1.74130 -0.31090 1.97213 0.1 -0.7 -1.1 0.12
H 3.65660 1.12716 -1.50851 -0.5 -1.4 0.6 0.15
H 2.52678 -0.29169 -1.54924 -0.2 -0.5 -0.4 0.12
H 3.63209 -1.36966 0.76323 -0.4 -0.4 0.6 0.03
H -3.40029 1.89524 -1.15152 1.3 -1.2 -1.0 0.19
```
Positions in Å, forces in eV/Å.

## Properties
**Highest occupied orbital energy**: -9.73 eV
**Gap between HOMO and LUMO**: 10.02 eV
**Electronic energy**: -932.88836 Eh
**F_max**: 3.1 eV/A
**Energy above the lowest of the compared OMol25 structures with the same formula, charge and spin**: 63.1 kcal/mol
**SMILES**: NCCCC[C@H](NC(=O)[C@@H](N)CC(=O)O)C(=O)O

No. 5
Density functional theory data (wB97M-V/def2-TZVPD) for an isolated molecule of C10H19N5.

```
34
Properties=species:S:1:pos:R:3:forces:R:3:lowdin_charge:R:1
C 2.32903 1.75274 -0.28031 0.1 1.6 0.4 -0.20
C 3.66176 1.39750 0.26339 1.7 -2.8 1.2 -0.15
C 3.89471 -0.21193 0.05642 1.5 1.1 1.5 -0.18
C -3.49524 -0.30452 -0.25421 -1.3 0.1 -1.9 -0.25
C -3.55568 1.15271 0.10662 -0.9 2.7 0.2 -0.21
C -2.31658 -0.95216 0.40689 0.4 2.3 -1.4 -0.14
C 2.61334 -0.94055 0.45490 -0.6 1.9 0.8 -0.14
C -2.15910 1.95903 0.00522 -2.5 -0.6 -2.0 -0.11
C -1.00312 -0.34432 -0.07817 -0.4 1.7 0.4 -0.26
C 1.37369 -0.39513 -0.32468 1.9 -0.8 2.2 -0.34
N -0.01100 1.59166 0.88436 0.1 0.4 2.0 0.13
N -0.97949 1.09642 0.38656 -1.6 0.7 0.5 -0.25
N 0.20682 -0.99230 0.35531 -0.3 2.3 0.7 -0.17
N 1.32435 1.01761 -0.53088 1.3 1.0 0.0 0.02
N 0.24398 -2.34243 0.11325 0.1 -0.9 -3.2 0.04
H 2.19645 2.86788 -0.23054 -0.4 -0.9 -0.8 0.12
H 4.51123 1.87748 -0.23957 -0.5 0.3 -0.2 0.09
H 3.81114 1.72863 1.36541 -0.7 -0.7 -1.5 0.14
H 4.42221 -0.36843 -0.88558 -1.3 0.0 -0.9 0.09
H 4.78072 -0.62967 0.62152 -1.1 0.8 0.5 0.11
H -4.44059 -0.74358 0.13122 0.6 -0.1 -0.3 0.12
H -3.51639 -0.46617 -1.38582 0.2 0.3 1.3 0.14
H -4.49602 1.71568 -0.42990 2.6 -1.2 1.0 0.15
H -3.78370 1.25871 1.17053 -0.3 -0.4 0.1 0.09
H -2.56587 -0.78474 1.42752 0.9 -0.6 1.3 0.13
H -2.25742 -1.89487 0.03338 -0.3 -3.3 -0.1 0.07
H 2.63537 -2.01070 0.46143 0.2 -0.5 -0.4 0.08
H 2.38155 -0.66054 1.53542 0.4 -0.2 -1.2 0.14
H -2.14851 2.17020 -1.11613 0.8 0.2 1.4 0.12
H -2.22670 2.90278 0.64341 0.6 -1.5 -1.0 0.13
H -0.90654 -0.17053 -1.16660 -0.7 -0.6 -0.3 0.16
H 1.44571 -0.67772 -1.31823 -0.2 -1.7 -2.4 0.12
H -0.03239 -2.46848 -0.91451 0.4 -0.5 1.5 0.13
H -0.38615 -2.86946 0.67077 -0.6 -0.1 0.7 0.08
```
Positions in Å, forces in eV/Å.

## Properties
**Highest occupied orbital energy**: -6.90 eV
**Gap between HOMO and LUMO**: 7.76 eV
**Electronic energy**: -665.98187 Eh
**F_max**: 3.5 eV/A
**Energy above the lowest of the compared OMol25 structures with the same formula, charge and spin**: 72.8 kcal/mol

No. 6
Density functional theory data (wB97M-V/def2-TZVPD) for a cluster of 2 separate species, C10H19NO3P in total.

```
34
Properties=species:S:1:pos:R:3:forces:R:3:lowdin_charge:R:1
C 1.25417 -0.22394 -1.15591 -1.5 -0.5 -0.3 -0.21
C -0.60228 0.37761 2.99559 2.0 0.4 -1.8 -0.89
C -3.50076 3.14114 0.56413 -0.6 0.0 -1.2 -0.14
C -2.29938 2.09709 -1.42907 -0.6 -3.1 0.2 -0.09
C 2.66283 -2.86368 -0.83058 0.8 0.5 -0.7 -0.09
C 4.68792 -1.43659 -1.25731 -1.3 -2.2 -2.0 -0.07
C -2.30972 0.99411 0.89629 2.3 1.2 -0.1 -0.34
C 2.48267 -0.25205 -0.72512 1.4 0.4 1.1 -0.08
C -3.01224 1.87815 -0.11073 -2.6 -1.3 0.2 -0.54
C 3.34136 -1.50342 -0.56247 -1.2 -0.9 0.2 -0.42
N 0.26312 1.98155 0.71427 -1.6 1.1 -0.1 -0.20
O 0.43380 -0.25566 2.63015 -1.0 0.8 0.4 -0.14
O 0.16059 -0.30280 -1.56525 1.1 0.2 0.2 0.15
O -1.41979 0.20521 3.87599 -0.9 -0.5 1.0 -0.10
P -1.05927 1.97286 1.92791 0.3 -1.1 -0.5 0.97
H -3.31620 3.96595 -0.10743 -1.2 0.5 -0.9 0.06
H -4.56010 2.93140 0.86789 1.2 1.2 0.3 0.10
H -2.76526 3.47106 1.23770 0.1 0.0 2.2 -0.03
H -2.35582 1.01207 -1.86957 0.7 2.1 0.1 0.11
H -1.27243 2.38030 -1.22299 0.1 0.2 -0.5 0.05
H -2.89544 2.77387 -2.02028 0.2 0.3 -0.5 0.05
H 1.82052 -3.00930 -0.19181 -0.8 0.0 0.2 0.08
H 2.47922 -3.11602 -1.86556 -0.5 0.2 -0.4 0.08
H 3.42367 -3.55901 -0.53120 0.3 -0.7 0.3 0.06
H 4.53061 -0.74770 -2.06390 0.6 0.6 -0.5 0.06
H 4.81073 -2.45735 -1.76577 0.3 1.3 0.6 0.09
H 5.55664 -1.26398 -0.68887 0.9 0.6 0.8 0.05
H -2.96473 0.66462 1.62186 -1.8 -0.7 1.6 0.04
H -1.78460 0.10395 0.56058 0.0 0.0 -0.6 0.08
H 2.87178 0.60750 -0.14408 -0.6 -0.4 -0.7 0.12
H -4.03347 1.34596 -0.27435 1.6 0.4 -0.6 0.13
H 3.43747 -1.71180 0.47965 0.6 1.0 1.2 0.12
H 0.66333 2.90417 0.71230 0.0 0.6 -0.1 0.00
H 0.90201 1.46295 1.23187 1.9 -1.9 0.9 -0.06
```
Positions in Å, forces in eV/Å.

## Properties
**Highest occupied orbital energy**: -3.75 eV
**Gap between HOMO and LUMO**: 6.87 eV
**Electronic energy**: -1014.24207 Eh
**F_max**: 3.3 eV/A
**Total charge**: -1
**Energy above the lowest of the compared OMol25 structures with the same formula, charge and spin**: 0.0 kcal/mol